i | C2H6N2O3 | the ωB97M-V functional and the def2-TZVPD basis

Structure (XYZ):
```
13
Properties=species:S:1:pos:R:3
C 1.515 -0.959 0.074
N -1.414 0.640 0.346
N -1.040 0.206 1.460
C -0.149 1.375 -0.400
O 0.979 0.189 0.668
O -2.068 -0.208 -0.547
O -0.134 1.190 -1.588
H -1.592 -0.060 -1.395
H -1.235 -0.800 1.546
H 0.154 2.252 0.171
H 0.880 -1.840 0.241
H 1.577 -0.813 -1.018
H 2.526 -1.171 0.443
```

Summary:
* LUMO (spin up / spin down): -0.0464 / -0.0464 Eh
* net charge: 0
* orbital gap (spin up / spin down): 7.90 / 7.91 eV

Löwdin population analysis, charges in e, atoms 1 to 2: C -0.20; N -0.17

***

ii | C2H6N2O3 | the ωB97M-V functional and the def2-TZVPD basis

Structure (XYZ):
```
13
Properties=species:S:1:pos:R:3
C -2.280 -0.132 -0.051
C 3.351 0.351 0.412
N -0.319 1.001 -0.535
N 2.169 0.032 -0.031
O 1.710 -0.952 -0.563
O 0.906 1.291 -0.104
O -1.124 0.506 0.517
H -2.219 -1.286 -0.315
H -2.590 0.374 -0.857
H -2.953 -0.126 0.842
H 3.551 1.198 0.955
H 4.295 -0.285 0.250
H -0.446 0.267 -1.217
```

Summary:
* LUMO: -0.0046 Eh
* net charge: 0
* orbital gap: 8.72 eV

Löwdin population analysis, charges in e, atoms 1 to 2: C -0.09; C 0.06

***

iii | C2H6N2O3 | the ωB97M-V functional and the def2-TZVPD basis

Structure (XYZ):
```
13
Properties=species:S:1:pos:R:3
C 0.240 1.721 0.210
C -0.254 0.643 -0.812
N 0.609 -0.481 -0.596
N -0.206 -1.382 1.366
O -0.505 -0.697 2.331
O -0.030 -2.584 1.147
O 0.238 -1.586 -1.205
H 1.068 2.052 -0.376
H -0.593 2.400 0.248
H 0.267 1.069 1.084
H -1.249 0.229 -0.818
H -0.119 0.992 -1.870
H 0.535 -2.375 -0.709
```

Summary:
* LUMO (spin up / spin down): -0.0060 / -0.0486 Eh
* net charge: 0
* orbital gap (spin up / spin down): 9.44 / 7.54 eV

Löwdin population analysis, charges in e, atoms 1 to 2: C -0.05; C -0.28

***

iv | C2H6N2O3 | the ωB97M-V functional and the def2-TZVPD basis

Structure (XYZ):
```
13
Properties=species:S:1:pos:R:3
C 0.322 0.289 0.450
N 0.107 -1.001 -0.119
N 1.639 0.512 0.816
C -1.078 -1.013 -0.878
O -0.556 0.633 1.410
O -0.113 1.111 -0.960
O -2.130 -0.566 -0.457
H -1.101 -0.166 1.610
H -1.029 1.431 -0.963
H 0.925 -1.458 -0.491
H 2.271 0.487 0.028
H 1.745 1.375 1.333
H -1.003 -1.633 -1.780
```

Summary:
* LUMO: 0.0263 Eh
* structure (SMILES): NC(O)(O)NC=O
* net charge: 0
* orbital gap: 10.58 eV

Löwdin population analysis, charges in e, atoms 1 to 2: C -0.61; N 0.09

***

Consider the structures shown above. The least stable of them is ii.